Entry 1:
110
Properties=species:S:1:pos:R:3 method="wB97M-V/def2-TZVPD" de_lowest_kcal_mol=85.6 orbital_gap_ev=9.278 total_charge=0 smiles="CCOC(C)=O.CN(C)C=O.CN(C)C=O.CN(C)C=O.CN(C)C=O.CN(C)C=O.CN(C)C=O.CN(C)C=O.CN(C)C=O" total_energy_ha=-2295.6266 e_lumo_ev=0.00
C 13.984 -0.530 28.330
C 14.104 0.958 28.280
O 12.911 1.444 28.789
C 12.560 2.775 28.576
C 11.270 3.108 29.209
O 13.285 3.656 28.171
H 13.766 -0.939 29.317
H 14.958 -0.959 28.093
H 13.263 -0.901 27.602
H 14.913 1.412 28.854
H 14.197 1.311 27.253
H 10.491 2.875 28.482
H 11.191 4.169 29.447
H 11.131 2.578 30.151
C 8.046 -12.362 23.012
N 8.428 -11.330 22.028
C 7.375 -10.548 21.449
C 9.690 -11.269 21.575
O 10.047 -10.529 20.649
H 7.731 -11.929 23.961
H 8.823 -13.095 23.231
H 7.217 -12.968 22.647
H 6.480 -11.046 21.077
H 7.148 -9.768 22.177
H 7.608 -10.023 20.523
H 10.396 -11.965 22.055
C 11.745 -9.678 27.412
N 11.961 -9.325 28.820
C 12.022 -10.477 29.730
C 12.006 -8.098 29.300
O 12.107 -7.841 30.500
H 10.771 -10.148 27.283
H 12.463 -10.460 27.162
H 11.776 -8.835 26.722
H 11.765 -10.328 30.779
H 11.272 -11.197 29.403
H 13.039 -10.851 29.608
H 11.935 -7.321 28.523
C 3.727 6.967 19.846
N 4.164 7.164 21.228
C 5.085 6.181 21.758
C 3.689 8.111 22.019
O 2.826 8.920 21.643
H 4.130 7.598 19.053
H 2.647 7.066 19.734
H 3.875 5.909 19.628
H 4.495 5.281 21.933
H 5.879 6.037 21.025
H 5.430 6.576 22.714
H 4.028 8.103 23.067
C -1.911 -0.052 22.456
N -2.732 1.049 22.619
C -2.325 2.317 21.989
C -3.887 0.995 23.327
O -4.371 -0.071 23.786
H -2.343 -0.929 22.938
H -0.905 0.245 22.753
H -1.904 -0.246 21.384
H -1.344 2.639 22.335
H -2.095 2.083 20.949
H -3.090 3.089 22.068
H -4.375 1.975 23.437
C 3.019 2.401 29.285
N 2.111 3.229 28.493
C 1.091 2.459 27.869
C 2.266 4.552 28.239
O 1.517 5.275 27.559
H 2.642 2.148 30.276
H 3.971 2.905 29.455
H 3.269 1.467 28.781
H 0.450 3.078 27.242
H 1.546 1.653 27.292
H 0.534 1.938 28.648
H 3.154 4.914 28.780
C 7.872 -2.278 32.024
N 6.532 -2.844 32.278
C 5.925 -3.703 31.290
C 5.802 -2.309 33.267
O 4.646 -2.597 33.542
H 8.653 -3.033 32.103
H 8.169 -1.550 32.779
H 7.905 -1.910 30.998
H 6.577 -4.445 30.830
H 5.042 -4.235 31.642
H 5.654 -3.197 30.363
H 6.364 -1.535 33.813
C 14.615 6.776 19.377
N 13.281 6.191 19.531
C 12.254 6.626 18.573
C 13.027 5.142 20.330
O 11.989 4.497 20.426
H 15.299 6.023 19.769
H 14.628 7.739 19.887
H 14.809 6.966 18.321
H 11.258 6.738 19.001
H 12.517 7.541 18.042
H 12.272 5.825 17.834
H 13.907 4.927 20.956
C 6.402 -1.535 22.599
N 7.344 -1.702 23.656
C 7.857 -0.513 24.358
C 7.462 -2.931 24.242
O 8.083 -3.127 25.264
H 5.446 -1.273 23.053
H 6.191 -2.361 21.921
H 6.723 -0.687 21.993
H 7.023 0.126 24.647
H 8.575 -0.686 25.159
H 8.450 0.023 23.617
H 6.929 -3.706 23.670



Entry 2:
99
Properties=species:S:1:pos:R:3 method="wB97M-V/def2-TZVPD" orbital_gap_ev=8.568 total_charge=0 smiles="CCP(CC)OC(=O)OOCCNC[C@@H](C)O.CCCCCC.CCCCCC.CCCCCC" total_energy_ha=-1877.3932 e_lumo_ev=0.48
C -0.336 1.293 1.693
C 1.008 1.102 0.919
P 1.515 -0.664 0.688
C 0.059 -1.821 0.780
C 0.409 -3.275 0.340
O 2.429 -0.880 -0.753
C 3.757 -0.998 -0.423
O 4.272 -0.169 0.177
O 4.432 -2.124 -0.843
O 4.739 -2.909 0.269
C 3.716 -3.870 0.495
C 4.281 -5.260 0.818
N 4.896 -5.341 2.156
C 3.871 -5.380 3.243
C 4.158 -4.222 4.257
C 3.023 -3.149 4.320
O 4.245 -4.792 5.584
H -0.194 2.057 2.466
H -1.142 1.559 0.999
H -0.623 0.361 2.203
H 0.943 1.684 -0.018
H 1.815 1.577 1.494
H -0.834 -1.511 0.208
H -0.227 -1.871 1.839
H -0.479 -3.816 -0.017
H 1.146 -3.293 -0.469
H 0.748 -3.801 1.243
H 3.147 -3.982 -0.439
H 3.076 -3.575 1.338
H 5.004 -5.598 0.060
H 3.420 -5.962 0.780
H 5.311 -6.269 2.188
H 2.851 -5.343 2.822
H 3.989 -6.318 3.811
H 5.116 -3.770 3.984
H 2.287 -3.453 5.074
H 3.486 -2.187 4.575
H 2.560 -3.026 3.328
H 3.449 -5.336 5.660
C -2.650 -3.052 -2.084
C -3.307 -3.826 -3.221
C -2.707 -5.215 -3.432
C -1.229 -5.230 -3.828
C -0.887 -4.449 -5.096
C -1.569 -4.997 -6.345
H -1.593 -2.864 -2.284
H -3.137 -2.084 -1.952
H -2.731 -3.601 -1.143
H -3.253 -3.241 -4.143
H -4.371 -3.940 -2.995
H -3.293 -5.740 -4.192
H -2.824 -5.796 -2.511
H -0.917 -6.271 -3.957
H -0.627 -4.839 -3.001
H 0.196 -4.489 -5.245
H -1.139 -3.392 -4.974
H -1.300 -6.042 -6.512
H -1.264 -4.428 -7.225
H -2.656 -4.932 -6.274
C 1.073 2.088 -3.546
C 1.647 3.487 -3.744
C 0.991 4.542 -2.854
C -0.505 4.758 -3.095
C -0.882 5.150 -4.523
C -0.281 6.479 -4.964
H 0.015 2.044 -3.810
H 1.601 1.370 -4.177
H 1.184 1.767 -2.507
H 1.566 3.772 -4.797
H 2.716 3.460 -3.516
H 1.521 5.490 -2.982
H 1.134 4.259 -1.805
H -0.856 5.535 -2.409
H -1.052 3.850 -2.823
H -1.972 5.224 -4.583
H -0.591 4.363 -5.225
H -0.591 7.290 -4.300
H -0.610 6.729 -5.974
H 0.810 6.446 -4.974
C -3.691 6.652 6.394
C -4.316 5.814 5.283
C -3.667 4.439 5.123
C -2.188 4.460 4.733
C -1.869 5.206 3.438
C -2.528 4.591 2.208
H -2.641 6.871 6.193
H -4.214 7.606 6.489
H -3.757 6.136 7.355
H -4.277 6.366 4.340
H -5.376 5.670 5.510
H -4.232 3.868 4.381
H -3.768 3.888 6.064
H -1.840 3.425 4.641
H -1.603 4.901 5.545
H -0.784 5.197 3.293
H -2.156 6.258 3.521
H -2.223 3.550 2.081
H -2.237 5.138 1.309
H -3.617 4.621 2.274



Entry 3:
107
Properties=species:S:1:pos:R:3 method="wB97M-V/def2-TZVPD" orbital_gap_ev=8.215 total_charge=0 smiles="O=S(=O)(F)N(F)CCSc1nnco1.CCN(CC)CC.CCN(CC)CC.CCN(CC)CC.CCN(CC)CC" total_energy_ha=-2710.7564 e_lumo_ev=0.14
O -3.588 -2.347 1.656
S -3.327 -0.966 1.752
O -2.286 -0.645 2.651
F -2.928 -0.410 0.366
N -4.760 -0.181 2.294
F -5.605 -1.185 2.720
C -5.446 0.627 1.288
C -6.521 1.455 2.003
S -7.840 1.962 0.865
C -9.052 0.776 1.238
N -9.251 -0.266 0.527
N -10.279 -0.967 1.119
C -10.607 -0.297 2.150
O -9.899 0.821 2.299
H -4.753 1.313 0.818
H -5.922 0.002 0.534
H -6.069 2.324 2.461
H -6.952 0.866 2.803
H -11.379 -0.604 2.824
C -13.082 4.440 -3.449
C -12.741 3.108 -2.798
N -12.308 3.240 -1.421
C -11.700 2.033 -0.890
C -12.570 0.778 -0.754
C -13.227 3.931 -0.535
C -14.650 3.374 -0.394
H -12.253 5.143 -3.356
H -13.282 4.291 -4.511
H -13.973 4.894 -3.012
H -11.923 2.658 -3.367
H -13.602 2.429 -2.904
H -11.262 2.267 0.087
H -10.848 1.784 -1.531
H -13.272 0.856 0.077
H -11.934 -0.084 -0.553
H -13.131 0.561 -1.663
H -13.302 4.969 -0.869
H -12.769 3.995 0.456
H -15.096 3.132 -1.360
H -15.289 4.123 0.078
H -14.684 2.485 0.233
C 3.160 1.253 -0.226
C 2.444 2.552 0.112
N 1.061 2.569 -0.320
C 0.458 3.889 -0.275
C 0.299 4.566 1.092
C 0.236 1.477 0.168
C 0.119 1.277 1.684
H 3.073 1.024 -1.289
H 4.221 1.341 0.014
H 2.769 0.409 0.345
H 2.970 3.365 -0.396
H 2.548 2.743 1.192
H -0.520 3.841 -0.762
H 1.061 4.546 -0.910
H -0.501 4.118 1.679
H 0.040 5.618 0.950
H 1.219 4.535 1.676
H 0.617 0.548 -0.266
H -0.765 1.583 -0.258
H 1.088 1.329 2.182
H -0.299 0.296 1.895
H -0.547 2.006 2.144
C 6.154 -1.900 -0.035
C 7.185 -2.073 1.070
N 7.094 -1.071 2.114
C 8.249 -1.054 2.994
C 8.521 -2.292 3.856
C 5.800 -0.948 2.763
C 5.212 -2.197 3.432
H 6.194 -0.895 -0.458
H 6.354 -2.610 -0.839
H 5.139 -2.088 0.318
H 8.173 -1.996 0.608
H 7.108 -3.097 1.471
H 8.178 -0.178 3.644
H 9.133 -0.875 2.371
H 7.820 -2.374 4.686
H 9.521 -2.222 4.291
H 8.483 -3.215 3.276
H 5.082 -0.591 2.020
H 5.853 -0.143 3.500
H 5.286 -3.080 2.795
H 4.152 -2.036 3.638
H 5.691 -2.419 4.384
C 10.275 -2.413 -4.861
C 10.037 -2.779 -3.403
N 10.240 -4.188 -3.128
C 9.732 -4.601 -1.832
C 10.383 -4.005 -0.577
C 11.537 -4.723 -3.502
C 12.788 -4.073 -2.897
H 9.676 -3.040 -5.522
H 9.992 -1.374 -5.031
H 11.324 -2.513 -5.144
H 8.999 -2.534 -3.162
H 10.664 -2.133 -2.768
H 9.777 -5.691 -1.770
H 8.665 -4.358 -1.806
H 11.367 -4.430 -0.387
H 9.764 -4.233 0.294
H 10.475 -2.920 -0.636
H 11.621 -4.671 -4.591
H 11.547 -5.793 -3.279
H 12.750 -2.984 -2.945
H 13.670 -4.390 -3.457
H 12.944 -4.367 -1.861



Entry 4:
121
Properties=species:S:1:pos:R:3 method="wB97M-V/def2-TZVPD" de_lowest_kcal_mol=0.0 orbital_gap_ev=8.768 total_charge=0 total_energy_ha=-3249.2192 e_lumo_ev=-1.78
C 1.777 3.219 24.038
C 1.261 2.585 22.750
C 0.462 1.298 22.952
C -0.385 0.918 21.776
C -1.434 1.999 21.492
C -0.862 3.350 21.066
N 0.189 3.607 22.080
O 0.428 4.726 22.435
C -1.862 4.460 21.140
C -0.181 3.216 19.667
C 2.344 2.475 21.752
H 2.354 2.529 24.627
H 0.914 3.481 24.709
H 2.516 4.026 23.734
H -0.194 1.462 23.747
H 1.149 0.486 23.196
H -1.050 0.101 22.064
H 0.217 0.779 20.901
H -1.966 2.155 22.432
H -2.147 1.669 20.755
H -2.600 4.358 20.345
H -1.517 5.502 21.035
H -2.352 4.361 22.084
H -1.020 3.105 18.897
H 0.415 2.355 19.558
H 0.406 4.117 19.437
H 2.091 1.897 20.830
H 3.194 1.989 22.293
H 2.667 3.512 21.612
C 5.728 0.180 23.746
C 6.132 1.043 22.566
C 7.430 1.796 22.818
N 7.768 2.985 21.931
C 6.782 4.122 22.306
C 7.091 5.431 21.650
C 8.422 5.876 22.113
C 9.460 4.846 21.619
C 9.144 3.527 22.307
C 7.609 2.638 20.507
H 5.485 0.862 24.546
H 6.467 -0.526 24.097
H 4.750 -0.343 23.584
H 5.390 1.787 22.324
H 6.158 0.528 21.599
H 8.252 1.125 22.731
H 7.467 2.169 23.879
H 6.846 4.297 23.443
H 5.763 3.845 22.128
H 6.289 6.151 21.754
H 7.185 5.225 20.577
H 8.367 6.008 23.216
H 8.532 6.942 21.805
H 10.415 5.006 22.069
H 9.520 4.791 20.500
H 9.134 3.653 23.351
H 9.918 2.836 22.024
H 8.520 2.254 20.119
H 7.199 3.366 19.890
H 6.913 1.850 20.480
C 1.273 8.964 24.900
N 0.176 7.869 24.861
C -0.873 7.894 25.919
C -0.396 8.002 23.413
C 0.874 6.423 24.994
C 1.180 6.128 26.388
O 2.038 6.983 27.125
H 0.729 9.956 24.767
H 1.954 8.862 24.118
H 1.801 8.922 25.812
H -1.302 6.862 25.964
H -1.569 8.627 25.626
H -0.384 8.162 26.862
H 0.366 8.212 22.731
H -1.235 8.725 23.395
H -0.793 7.013 23.265
H 1.712 6.422 24.349
H 0.041 5.884 24.503
H 1.693 5.101 26.269
H 0.309 5.919 26.936
H 2.931 6.935 26.754
C 2.779 7.183 18.062
N 2.971 7.713 19.483
C 2.256 6.812 20.357
C 4.465 7.643 19.859
C 2.591 9.148 19.567
C 1.093 9.511 19.591
O 0.541 9.090 20.767
H 3.376 6.238 17.956
H 3.257 7.895 17.407
H 1.770 7.033 17.842
H 2.442 6.982 21.403
H 2.463 5.771 20.031
H 1.163 6.987 20.245
H 4.916 8.231 19.072
H 4.687 6.570 19.860
H 4.467 8.059 20.885
H 3.158 9.707 18.830
H 2.831 9.481 20.578
H 0.602 9.103 18.726
H 1.142 10.574 19.428
H -0.379 8.830 20.582
B -1.934 3.445 25.361
F -1.342 3.390 23.981
F -2.253 2.161 25.669
F -0.961 3.913 26.269
F -3.009 4.337 25.360
B 4.426 6.350 23.890
F 3.546 7.175 23.133
F 4.418 5.006 23.403
F 5.687 6.850 23.972
F 3.939 6.288 25.252
B 4.460 3.969 19.224
F 3.178 4.040 18.609
F 4.801 2.557 19.347
F 5.468 4.597 18.435
F 4.481 4.549 20.542
B -1.355 6.952 18.525
F -0.101 6.274 18.852
F -1.140 7.749 17.374
F -2.304 6.011 18.376
F -1.739 7.872 19.589



In order of appearance, maximum force = 3.9, 4.5, 3.6, 4.0 eV/A.